1.
Below is C15H34Cl2NO5RbSSe4Si as an isolated structure, with properties calculated with ωB97M-V/def2-TZVPD.

The calculation puts the HOMO-LUMO gap at 4.7331 eV. The maximum force is 0.65 eV/Å. As for the LUMO energy: 3.848 eV. The calculation puts the energy above the lowest of the compared OMol25 structures with the same formula, charge and spin at 0.3160 eV. Its total energy is -333643.5345 eV. As for the total charge: -2.

Each line ends with the Löwdin charge.
CARTESIAN COORDINATES (ANGSTROEM)
Rb 2.09 -1.60 -0.19  0.636
C -1.30 -0.19 2.98  -0.023
C 0.09 0.34 2.63  -0.640
C 0.27 1.75 3.20  -0.033
C 1.16 -0.60 3.19  -0.034
O 0.25 0.33 1.21  -0.244
Si -0.15 1.39 0.00  -0.237
S 0.17 0.53 -1.81  0.198
O -1.70 1.95 0.31  -0.168
C -2.97 1.55 -0.20  -0.662
C -4.00 2.18 0.73  -0.039
C -3.14 2.11 -1.61  -0.051
C -3.12 0.03 -0.21  -0.038
O 0.78 2.72 0.38  -0.164
C 0.73 4.05 -0.09  -0.660
C 0.32 4.13 -1.56  -0.051
C 2.14 4.61 0.07  -0.037
C -0.25 4.84 0.78  -0.033
H -1.41 -0.29 4.06  0.087
H -1.44 -1.17 2.52  0.092
H -2.06 0.49 2.60  0.061
H 0.18 1.72 4.29  0.085
H -0.49 2.42 2.80  0.075
H 1.25 2.15 2.93  0.087
H 1.11 -0.66 4.27  0.091
H 2.15 -0.24 2.92  0.092
H 1.03 -1.61 2.79  0.049
H -3.87 3.26 0.76  0.078
H -3.87 1.79 1.75  0.074
H -5.01 1.95 0.40  0.080
H -3.05 3.20 -1.60  0.077
H -4.12 1.85 -2.01  0.080
H -2.37 1.70 -2.26  0.043
H -3.00 -0.37 0.80  0.069
H -2.37 -0.42 -0.85  0.047
H -4.11 -0.24 -0.58  0.085
H 0.96 3.50 -2.17  0.070
H 0.37 5.17 -1.90  0.081
H -0.70 3.77 -1.69  0.061
H 2.84 4.04 -0.55  0.087
H 2.46 4.51 1.11  0.081
H 2.19 5.66 -0.22  0.078
H -1.24 4.40 0.71  0.071
H -0.29 5.89 0.46  0.078
H 0.08 4.81 1.82  0.081
Se 3.92 -4.54 3.17  -0.365
Se 2.06 -4.39 1.77  -0.406
Se 1.23 -6.51 1.14  -0.199
Se 2.09 -7.19 -0.94  -0.198
N 2.37 -5.09 -3.68  -0.006
C 2.30 -3.93 -2.79  -0.214
C 3.61 -3.16 -2.81  -0.538
O 4.47 -3.59 -3.73  0.104
O 3.84 -2.23 -2.08  -0.070
H 1.50 -5.18 -4.19  0.060
H 2.42 -5.92 -3.08  -0.049
H 3.99 -4.37 -4.13  0.090
H 2.09 -4.24 -1.76  0.061
H 1.51 -3.24 -3.10  0.123
Cl -1.30 -4.77 -2.98  0.478
C -0.77 -4.89 -1.27  -1.007
Cl -0.56 -3.28 -0.56  0.474
H 0.17 -5.44 -1.25  -0.124
H -1.54 -5.41 -0.72  0.023

=====

2.
Below is a 2-piece molecular cluster, C15H34N5O14P2 overall at a distorted geometry, with properties calculated with ωB97M-V/def2-TZVPD.

The calculation puts the HOMO-LUMO gap at 9.3242 eV. The maximum force is 3.46 eV/Å. As for the LUMO energy: -2.446 eV. The calculation puts the energy above the lowest of the compared OMol25 structures with the same formula, charge and spin at 0.5369 eV. Its total energy is -70800.8188 eV. As for the total charge: +1.

Each line ends with the Löwdin charge.
CARTESIAN COORDINATES (ANGSTROEM)
O 2.12 2.16 8.33  0.049
O 1.63 4.87 3.72  0.051
O 0.19 -5.10 -2.31  -0.223
O 1.40 0.18 -7.12  -0.258
O -5.01 -1.60 -2.94  -0.004
O -4.78 -1.78 -6.11  0.009
O -2.32 -3.03 -5.87  0.066
O -1.71 -1.51 -4.22  0.021
O -0.29 -4.72 0.07  -0.081
O 1.51 -3.38 -1.21  -0.070
O 0.84 -0.95 -9.23  -0.065
O -0.52 1.06 -8.33  -0.073
O -1.00 -2.87 -1.59  -0.200
O -0.66 -1.31 -7.16  -0.135
C 1.84 2.62 7.23  -0.554
C 2.33 4.53 4.66  -0.477
C 0.04 -0.96 1.45  -0.472
N -0.21 -2.16 1.90  0.242
N 2.79 5.48 5.48  0.037
N 0.83 -0.13 2.11  0.112
N 2.74 2.55 6.25  0.093
N -0.51 -0.61 0.32  0.230
C 0.47 3.24 7.02  0.027
C 3.74 5.36 6.60  -0.051
C -2.03 -3.24 -2.54  -0.120
C -1.82 -0.72 -6.55  -0.103
C 1.48 -0.41 3.41  -0.158
C 2.47 0.67 3.86  -0.167
C -2.58 -1.95 -3.17  -0.212
C -3.97 -2.12 -3.79  -0.250
C -3.85 -1.35 -5.10  -0.221
C -2.40 -1.65 -5.47  -0.440
C 1.82 2.06 3.99  -0.142
C 2.67 3.03 4.85  -0.188
P 0.09 -4.05 -1.30  0.300
P 0.27 -0.25 -7.94  0.293
H -5.89 -1.80 -3.30  0.109
H -5.69 -1.50 -5.90  0.113
H -2.85 -3.14 -6.68  0.126
H 0.24 -5.52 0.01  0.108
H 1.71 -3.27 -2.15  0.107
H 1.41 -1.62 -8.83  0.095
H 0.22 1.60 -8.65  0.100
H 0.20 -2.45 2.77  0.122
H -0.75 -2.82 1.36  0.110
H 2.48 6.41 5.25  0.150
H 0.99 0.78 1.71  0.151
H 3.61 2.13 6.55  0.151
H -0.34 0.29 -0.07  0.141
H -1.01 -1.30 -0.23  0.099
H 0.57 4.27 6.70  0.080
H -0.07 3.23 7.97  0.093
H -0.10 2.67 6.30  0.074
H 4.54 4.65 6.36  0.085
H 4.19 6.33 6.80  0.092
H 3.22 5.03 7.50  0.081
H -1.66 -3.88 -3.35  0.134
H -2.83 -3.77 -2.02  0.146
H -2.59 -0.53 -7.31  0.144
H -1.58 0.25 -6.08  0.142
H 2.04 -1.35 3.34  0.126
H 0.72 -0.53 4.18  0.132
H 3.29 0.73 3.15  0.124
H 2.87 0.36 4.82  0.118
H -2.64 -1.18 -2.40  0.158
H -4.16 -3.18 -4.01  0.168
H -3.96 -0.27 -4.92  0.178
H 1.70 2.47 2.99  0.108
H 0.82 1.96 4.43  0.110
H 3.69 2.97 4.45  0.158

=====

no.,E_HOMO (hartree)
1,-0.033
2,-0.433